No. 1
{
  "formula": "CH4Se",
  "method": "ωB97M-V with the def2-TZVPD basis set",
  "e_homo_ev": [-8.95, -8.98],
  "lumo_energy_ev": [-2.647, -2.645],
  "spin_multiplicity": 1,
  "de_lowest_ev": 4.238,
  "species": ["C", "Se", "H", "H", "H", "H"],
  "coordinates": [[0.6734, 0.1961, 0.4717], [-0.4255, 0.5611, -1.0607], [0.5866, 1.0021, 1.2533], [-0.0029, -0.6256, 0.7325], [1.6975, -0.1114, 0.3976], [-2.5290, -1.0222, -1.7944]]
}

=====

No. 2
{
  "formula": "C5H8O",
  "method": "ωB97M-V with the def2-TZVPD basis set",
  "e_homo_ev": -9.51,
  "smiles": "O=CC1C=C1.C",
  "lumo_energy_ev": 0.870,
  "spin_multiplicity": 1,
  "de_lowest_ev": 3.137,
  "species": ["C", "C", "C", "C", "C", "O", "H", "H", "H", "H", "H", "H", "H", "H"],
  "coordinates": [[-1.5412, -1.5441, -0.0608], [-0.2944, 1.3600, -0.3554], [0.5976, 2.1369, 0.1556], [1.1215, 0.8473, -0.4239], [1.5703, -0.2398, 0.4843], [2.3925, -1.0698, 0.1756], [-1.9788, -2.4370, 0.3893], [-2.2394, -1.1345, -0.7977], [-0.5979, -1.8098, -0.5454], [-1.3220, 1.0958, -0.5652], [-1.3641, -0.8037, 0.7307], [0.9026, 3.0231, 0.6946], [1.6533, 0.8292, -1.3765], [1.1001, -0.2537, 1.4947]]
}

=====

No. 3
{
  "formula": "C5H9N",
  "method": "ωB97M-V with the def2-TZVPD basis set",
  "e_homo_ev": -11.49,
  "smiles": "CC(C)CC#N",
  "lumo_energy_ev": 0.870,
  "spin_multiplicity": 1,
  "de_lowest_ev": 0.138,
  "species": ["C", "C", "C", "C", "C", "N", "H", "H", "H", "H", "H", "H", "H", "H", "H"],
  "coordinates": [[-0.3227, -1.4519, -0.3876], [0.4290, -0.1195, -0.4179], [-0.3975, 0.9982, -1.0916], [0.8701, 0.2780, 1.0058], [-0.2789, 0.6009, 1.8615], [-1.2074, 0.8643, 2.4997], [0.2939, -2.2474, 0.0473], [-0.6067, -1.7598, -1.3996], [-1.2396, -1.3669, 0.2085], [1.3589, -0.2672, -0.9816], [-1.3727, 0.6208, -1.4163], [0.1097, 1.4056, -1.9715], [-0.5960, 1.8324, -0.4091], [1.5307, 1.1525, 0.9785], [1.4293, -0.5401, 1.4741]]
}

=====

No. 4
{
  "formula": "C3H3NO4",
  "method": "ωB97M-V with the def2-TZVPD basis set",
  "e_homo_ev": -8.87,
  "smiles": "O=c1o[nH]c(O)c1O",
  "lumo_energy_ev": 0.450,
  "spin_multiplicity": 1,
  "de_lowest_ev": 2.871,
  "species": ["C", "C", "C", "H", "H", "H", "N", "O", "O", "O", "O"],
  "coordinates": [[0.0037, 0.4789, -0.6238], [-0.1590, -0.6948, 1.2346], [0.0676, -0.7898, -0.2180], [-0.3251, 1.8607, -1.8354], [0.5032, 2.1231, 0.5062], [0.3008, -2.6700, -0.3087], [-0.2458, 1.4297, 0.3899], [0.1831, 1.0416, -1.8918], [-0.3457, 0.6502, 1.5567], [-0.2476, -1.5552, 2.0449], [0.2646, -1.8745, -0.8544]]
}

=====

No. 5
{
  "formula": "C14H14N4OS",
  "method": "ωB97M-V with the def2-TZVPD basis set",
  "e_homo_ev": -8.21,
  "smiles": "Cc1[nH]c2ccccc2c1C(=O)CSc1nncn1C",
  "lumo_energy_ev": 0.602,
  "spin_multiplicity": 1,
  "de_lowest_ev": 0.379,
  "species": ["C", "C", "C", "C", "C", "C", "C", "C", "C", "N", "H", "H", "H", "H", "H", "C", "O", "C", "H", "H", "S", "C", "N", "N", "C", "N", "C", "H", "H", "H", "H", "H", "H", "H"],
  "coordinates": [[0.8838, 1.0641, -3.5726], [1.4142, 1.0575, -2.1915], [0.7232, 0.9959, -0.9853], [1.7176, 1.0154, 0.0602], [1.7075, 0.9429, 1.4527], [2.9061, 0.9823, 2.1345], [4.1271, 1.0867, 1.4706], [4.1751, 1.1425, 0.0934], [2.9709, 1.1024, -0.5909], [2.7429, 1.1276, -1.9440], [3.4588, 1.1915, -2.6498], [5.1134, 1.2113, -0.4368], [5.0429, 1.1164, 2.0413], [2.9001, 0.9270, 3.2129], [0.7915, 0.8362, 2.0095], [-0.7252, 0.9779, -0.9382], [-1.4116, 0.8592, -1.9365], [-1.3913, 1.1288, 0.4187], [-0.8893, 1.8623, 1.0457], [-2.4490, 1.3616, 0.2953], [-1.3377, -0.4776, 1.2872], [-2.9580, -1.0156, 0.9746], [-3.9747, -0.2888, 0.5957], [-5.0360, -1.1014, 0.5016], [-4.6598, -2.2994, 0.8270], [-3.3330, -2.3190, 1.1404], [-2.5139, -3.4143, 1.5674], [-2.9990, -4.3514, 1.2990], [-2.3635, -3.3811, 2.6492], [-1.5395, -3.3506, 1.0806], [-5.2895, -3.1643, 0.8475], [0.4750, 0.0847, -3.8199], [0.0585, 1.7694, -3.6509], [1.6625, 1.3201, -4.2886]]
}

=====

No. 6
{
  "formula": "C28H29AsMnNP2S5",
  "method": "ωB97M-V with the def2-TZVPD basis set",
  "e_homo_ev": [-15.44, -15.45],
  "lumo_energy_ev": [-11.167, -10.242],
  "spin_multiplicity": 2,
  "total_charge": 3,
  "species": ["Mn", "C", "S", "C", "C", "C", "N", "P", "C", "C", "C", "C", "C", "C", "C", "C", "C", "C", "C", "C", "P", "C", "C", "C", "C", "C", "C", "C", "C", "C", "C", "C", "C", "H", "H", "H", "H", "H", "H", "H", "H", "H", "H", "H", "H", "H", "H", "H", "H", "H", "H", "H", "H", "H", "H", "H", "H", "H", "H", "H", "H", "H", "S", "As", "S", "S", "S"],
  "coordinates": [[2.0570, 0.2191, -0.0653], [-3.0608, 1.4264, 5.3089], [-1.9581, 0.4950, 4.2128], [-2.8136, 0.6401, 2.6250], [-2.1068, -0.2482, 1.6022], [-0.5921, -0.0173, 1.5807], [-0.0627, 0.0417, 0.1507], [0.2661, 1.5681, -0.5833], [-0.8776, 2.0537, -1.8327], [-2.2285, 2.1958, -1.4804], [-3.1222, 2.6566, -2.4283], [-2.6738, 2.9764, -3.7068], [-1.3324, 2.8489, -4.0474], [-0.4225, 2.3897, -3.1109], [0.7927, 2.6551, 0.7339], [0.0184, 3.2542, 1.7313], [0.6505, 3.9857, 2.7208], [2.0391, 4.1249, 2.7266], [2.8120, 3.5638, 1.7212], [2.1901, 2.8406, 0.7113], [0.6592, -1.4727, -0.3523], [-0.0375, -2.8112, 0.5490], [0.6760, -3.4073, 1.5954], [0.1174, -4.4886, 2.2529], [-1.1317, -4.9642, 1.8663], [-1.8325, -4.3723, 0.8196], [-1.2907, -3.2919, 0.1461], [0.9383, -1.8978, -2.0512], [1.4446, -3.1420, -2.1274], [2.4968, -3.4671, -3.1280], [2.4707, -2.6115, -4.3480], [1.8979, -1.4157, -4.3230], [1.3382, -0.8581, -3.0514], [-3.5546, 0.7441, 5.9946], [-3.8101, 1.9450, 4.7147], [-2.4797, 2.1555, 5.8660], [-2.8288, 1.6816, 2.2864], [-3.8476, 0.3106, 2.7229], [-2.5179, -0.0615, 0.6060], [-2.3088, -1.2939, 1.8362], [-0.0484, -0.8002, 2.1076], [-0.3188, 0.9178, 2.0614], [-2.5743, 1.9567, -0.4813], [-4.1666, 2.7750, -2.1743], [-3.3790, 3.3407, -4.4421], [-0.9968, 3.1220, -5.0383], [0.6312, 2.3334, -3.3613], [-1.0582, 3.1418, 1.7429], [0.0621, 4.4540, 3.4981], [2.5118, 4.7008, 3.5111], [3.8819, 3.7198, 1.6961], [2.7746, 2.5486, -0.1618], [1.6494, -3.0322, 1.8899], [0.6528, -4.9631, 3.0636], [-1.5641, -5.8106, 2.3835], [-2.7995, -4.7581, 0.5271], [-1.8301, -2.8390, -0.6777], [1.2314, -3.8955, -1.3782], [2.5005, -4.5301, -3.3779], [2.9245, -2.9999, -5.2503], [1.8656, -0.7870, -5.2031], [0.5259, -0.1535, -3.2404], [6.2662, -0.5066, -2.3753], [4.5103, -1.2124, -1.7252], [4.0197, -0.5022, 0.3821], [2.6694, 0.1882, -2.2775], [4.0845, -3.3599, -2.1440]]
}

=====

Table of maximum force (eV/Å), in record order: 2.22; 0.51; 1.13; 4.59; 1.24; 0.48